1.
39
Properties=species:S:1:pos:R:3 method="wB97M-V/def2-TZVPD" energy_ev=-22382.9765 de_lowest_ev=5.2272 smiles="CCC1=C[C@@H]2[C@H](C1)C[C@]2(CN)C[C@@H]1NOC(=O)N1" e_homo_ev=-8.94 charge=0 lumo_ha=0.020 homo_lumo_gap_ev=9.49
C -0.9818 0.2101 -3.1905
N 0.3885 2.4730 3.0537
C 1.0935 1.0792 -1.6058
H -1.3126 -2.8546 -0.6575
H 1.6114 0.1497 -1.4884
H 0.4173 -1.3323 -0.4958
H 0.2224 -1.2486 2.5309
H -2.8622 0.1269 -4.3085
C -2.4766 0.6167 -3.3349
H 2.1746 -0.0161 0.7803
O 1.9717 -4.8445 0.7870
H -1.2869 1.1806 3.0249
H -0.3550 0.5909 -4.0002
C -0.1592 1.1520 2.9084
C 1.1480 -3.9921 0.6897
H 0.2956 2.9754 2.1694
H 1.6240 1.6293 -2.3494
C 1.0905 1.7568 -0.1485
N -0.7916 -2.9903 0.1153
H 1.5302 2.8144 -0.1256
C -0.4502 0.6834 -1.8204
C 1.6310 0.8823 0.9801
H 2.2447 1.6262 1.6045
C -0.1857 -0.8887 1.6079
H 2.2732 -2.3370 1.1065
C -0.2873 1.4865 0.4490
H 0.1492 0.5566 3.7557
H -0.7750 2.3760 0.8383
C 0.2235 0.5941 1.4728
H -1.2716 -0.9479 1.6636
O -0.0672 -4.2349 0.1632
H -2.4719 1.6797 -3.4599
C -1.0837 0.9073 -0.7065
H 1.3880 2.4449 3.2741
H -2.1871 0.9294 -0.6094
H -0.9164 -0.9363 -3.3661
C 0.1861 -1.8939 0.4040
N 1.3153 -2.6879 0.8432
H -3.0569 0.2837 -2.5548

=====

2.
39
Properties=species:S:1:pos:R:3 method="wB97M-V/def2-TZVPD" energy_ev=-22386.8747 de_lowest_ev=1.3290 smiles="CCCNC(=O)N1CCN(Cc2ccco2)CC1" e_homo_ev=-8.64 charge=0 lumo_ha=0.024 homo_lumo_gap_ev=9.28
H 1.2211 1.5310 -2.3692
C -0.4848 1.0361 -1.1452
O -2.4403 1.0923 1.8799
C -2.1520 0.9392 0.7071
N -3.0689 0.5455 -0.2325
H 0.3685 2.6258 1.1379
C 3.8381 -0.3948 -0.2206
C 4.0646 -1.4066 0.6667
C -4.3766 0.0937 0.1878
H -0.4508 -0.0329 -1.4124
C 5.8458 -0.0992 0.5420
N -0.8991 1.2127 0.2298
H -4.6141 0.6449 1.0996
H 2.0205 -0.9573 -1.1460
H -5.0968 0.3581 -0.5925
H 1.1473 -0.3270 0.9343
C 0.9103 1.6460 -1.3294
C 1.3976 0.7442 0.8624
C 5.3766 -1.2134 1.1635
H 0.8529 2.7182 -1.1167
H -2.7401 0.1774 -1.1085
H -5.4227 -1.6407 0.8815
O 4.9245 0.3999 -0.2967
C -4.1958 -2.2569 -0.7720
H -3.6937 -1.6496 1.2354
H 5.8905 -1.8206 1.8799
H 2.1741 0.9573 1.6031
H -3.1882 -2.1114 -1.1571
C 0.1466 1.5534 1.1738
H -4.9058 -1.9960 -1.5548
H 3.3879 -2.1932 0.9320
H -0.2310 1.3153 2.1702
N 1.9182 1.0662 -0.4633
C -4.4373 -1.4106 0.4731
H 6.7832 0.4167 0.6061
H -4.3149 -3.3127 -0.5406
H -1.1847 1.5423 -1.8201
C 2.6443 -0.0499 -1.0479
H 2.9847 0.2565 -2.0407

=====

3.
40
Properties=species:S:1:pos:R:3 method="wB97M-V/def2-TZVPD" energy_ev=-24436.3777 de_lowest_ev=0.9271 smiles="CCCCCCOC(=O)Cc1c(C)nc(N)[nH]c1=O" e_homo_ev=-8.34 charge=0 lumo_ha=0.021 homo_lumo_gap_ev=8.92
H 3.8421 2.7510 -0.5619
H 0.2973 0.1320 1.9726
N 5.1723 -1.5781 -1.0826
H 3.2141 -2.7551 0.0329
H -5.7170 -2.7937 -0.7379
H -2.3933 -0.5755 -1.2686
C 2.9713 0.9297 0.0695
C -4.5929 -0.6094 0.5326
C -0.2197 1.2307 0.2160
O -1.1020 0.2570 0.0253
H 5.7854 -0.9855 -1.6152
H 1.0465 1.7643 1.8558
H -3.9431 1.3834 -1.3812
C -2.0675 0.4327 -1.0097
C -5.6967 -0.6443 -0.5223
H -4.7047 1.4865 0.9933
O 1.2046 -1.9819 1.1842
H -7.1937 -2.0025 -1.2922
H -6.4164 0.1519 -0.3175
H -6.8804 -2.1787 0.4351
N 4.0326 0.3298 -0.5281
C -3.2390 1.3003 -0.5528
H -3.2092 0.7030 1.5053
H 2.0716 2.8056 -0.3939
C -6.4173 -1.9874 -0.5305
H -5.0241 -0.8923 1.4962
H -2.8569 2.3006 -0.3381
H 5.1205 -2.5482 -1.3404
C 2.9954 2.4224 0.0322
C 1.9624 0.2215 0.6660
C 2.0057 -1.2193 0.6806
O -0.1816 2.2491 -0.4296
C 0.7623 0.8639 1.3120
C -3.9405 0.7639 0.6964
H -3.8321 -1.3532 0.2912
H -5.2726 -0.4641 -1.5118
H 3.0926 2.8202 1.0416
C 4.0911 -0.9666 -0.5350
H -1.5817 0.8986 -1.8744
N 3.1349 -1.7450 0.0317